(1)
Computed, not measured: a cluster of 8 separate species, C33H41Cl14N2O2P in total in a non-equilibrium geometry, with wB97M-V/def2-TZVPD.

XYZ file:
```
93
Properties=species:S:1:pos:R:3:forces:R:3:lowdin_charge:R:1
N 3.098 -2.711 -3.048 0.18 0.17 -0.40 -0.316
P 3.123 -1.452 -3.990 -0.22 -1.52 1.08 0.761
C 4.030 -0.083 -3.223 -1.87 -0.37 -1.28 -0.270
C 5.362 -0.238 -3.091 0.87 -2.04 -0.80 -0.100
C 6.133 0.705 -2.539 2.08 0.58 0.64 -0.058
C 5.588 1.852 -2.083 0.79 1.07 0.49 0.009
C 4.253 2.014 -2.188 -0.38 1.63 0.72 -0.105
C 3.465 1.072 -2.747 -1.49 -0.53 -0.37 -0.091
C 2.006 1.369 -2.773 -0.32 -0.18 -0.71 -0.270
O 1.309 1.110 -3.733 0.09 0.03 0.25 0.107
C 1.509 2.048 -1.557 -0.02 -0.95 -0.82 -0.028
C 2.320 3.006 -1.016 0.97 0.03 -0.84 -0.097
C 1.957 3.699 0.081 0.88 1.15 0.40 -0.012
C 0.764 3.427 0.656 -0.04 1.06 1.40 -0.070
C -0.031 2.471 0.138 -1.49 -0.29 0.75 -0.005
C 0.305 1.756 -0.968 -0.53 -0.69 -0.60 -0.091
C -0.625 0.708 -1.418 1.14 0.33 0.06 -0.146
C -0.207 -0.537 -1.799 0.35 -0.20 -0.11 -0.035
C -1.160 -1.425 -2.189 0.70 -0.89 -0.23 -0.052
C -2.463 -1.049 -2.190 -1.65 -0.16 -0.19 -0.144
N -2.924 0.131 -1.794 0.76 -0.17 -0.20 0.062
C -1.961 0.966 -1.415 -1.39 0.66 0.17 -0.140
C 3.620 3.241 -1.657 0.40 0.79 -0.08 -0.269
O 4.148 4.332 -1.728 -0.01 -0.33 0.25 0.139
H 2.151 -2.993 -2.840 -0.04 -0.19 0.18 -0.077
H 3.862 -1.724 -5.155 -0.03 0.54 -0.22 0.006
H 1.834 -1.049 -4.334 0.20 0.45 -0.51 0.011
H 5.844 -1.139 -3.419 0.03 -0.45 -0.25 0.115
H 7.190 0.569 -2.451 0.50 -0.22 0.01 0.116
H 6.166 2.628 -1.625 0.33 0.30 0.09 0.131
H 2.628 4.446 0.452 0.16 0.36 0.26 0.127
H 0.480 3.981 1.530 -0.19 -0.03 0.11 0.021
H -0.963 2.262 0.625 -0.34 -0.16 0.21 0.126
H 0.822 -0.830 -1.814 0.52 0.00 0.11 0.053
H -0.898 -2.417 -2.494 0.10 -0.43 -0.12 0.099
H -3.194 -1.756 -2.535 -0.40 -0.22 -0.06 0.101
H -2.282 1.937 -1.088 -0.28 0.40 0.02 0.078
Cl -5.003 4.385 -5.866 0.01 0.01 -0.01 0.528
C -3.989 2.971 -5.464 0.03 -0.08 -0.06 -0.656
C -3.864 2.760 -3.980 0.15 0.11 -0.02 -0.704
Cl -2.900 4.049 -3.200 0.00 0.01 0.01 0.544
H -3.018 3.114 -5.929 0.01 0.07 0.01 0.068
H -4.466 2.102 -5.914 -0.04 0.00 0.03 0.071
H -3.356 1.820 -3.781 0.03 -0.04 0.02 0.049
H -4.834 2.730 -3.500 0.11 0.19 0.01 -0.016
Cl -0.049 -5.115 -0.506 -0.02 0.00 -0.05 0.557
C -1.498 -5.461 0.479 0.10 -0.02 -0.07 -0.694
C -2.540 -6.228 -0.291 -0.04 -0.10 0.07 -0.661
Cl -3.288 -5.248 -1.579 0.01 0.03 -0.05 0.537
H -1.885 -4.517 0.844 0.03 0.09 -0.05 0.033
H -1.168 -6.051 1.330 0.01 -0.03 0.01 0.054
H -3.339 -6.530 0.383 -0.01 0.05 0.03 0.069
H -2.118 -7.116 -0.753 0.03 0.03 -0.06 0.067
Cl -6.260 0.805 -3.110 -0.27 -0.34 0.06 0.604
C -7.155 0.715 -1.570 -0.13 -0.03 -0.03 -0.634
C -6.698 1.771 -0.599 -0.02 0.07 0.17 -0.652
Cl -5.052 1.454 0.006 -0.18 0.15 0.06 0.585
H -7.030 -0.283 -1.161 0.11 -0.02 -0.03 0.069
H -8.207 0.862 -1.811 0.00 0.06 0.01 0.072
H -7.357 1.784 0.268 -0.04 -0.05 -0.02 0.070
H -6.710 2.757 -1.057 0.07 0.01 -0.02 0.069
Cl 0.428 7.057 0.072 0.02 -0.04 -0.01 0.574
C -0.852 7.536 1.211 -0.06 0.03 -0.05 -0.655
C -0.424 7.377 2.646 -0.05 0.10 0.10 -0.642
Cl -0.242 5.663 3.118 -0.06 0.21 0.17 0.587
H -1.737 6.944 0.992 0.02 -0.06 -0.01 0.070
H -1.077 8.583 1.016 0.02 0.02 0.03 0.073
H -1.180 7.803 3.303 -0.04 -0.03 -0.01 0.072
H 0.522 7.875 2.836 0.06 -0.06 -0.03 0.068
Cl 1.926 -3.570 3.038 -0.16 -0.21 -0.11 0.521
C 2.986 -4.150 1.727 0.13 -0.04 -0.03 -0.646
C 3.510 -3.016 0.884 0.21 -0.02 -0.07 -0.640
Cl 2.230 -2.237 -0.069 -0.16 0.16 0.33 0.586
H 2.415 -4.858 1.132 -0.06 0.06 -0.02 0.033
H 3.819 -4.674 2.192 0.02 0.06 0.05 0.075
H 4.244 -3.396 0.174 -0.06 -0.03 -0.04 0.077
H 3.979 -2.251 1.497 -0.05 0.01 0.05 0.048
Cl -2.802 -4.760 3.460 -0.13 0.07 0.14 0.588
C -1.720 -5.322 4.761 0.08 -0.19 -0.01 -0.644
C -1.441 -4.260 5.791 0.01 0.01 0.10 -0.644
Cl -0.463 -2.931 5.123 -0.13 0.13 0.10 0.544
H -0.800 -5.661 4.292 0.03 0.05 -0.01 0.065
H -2.206 -6.172 5.235 -0.04 0.02 0.02 0.074
H -0.875 -4.699 6.610 0.04 -0.01 -0.02 0.077
H -2.356 -3.830 6.190 -0.04 0.01 -0.06 0.069
Cl 4.436 -1.727 4.617 0.18 0.03 0.02 0.538
C 3.083 -1.228 5.660 -0.15 0.04 -0.09 -0.670
C 3.434 -1.295 7.122 -0.02 0.06 0.06 -0.661
Cl 3.646 -2.973 7.688 0.02 -0.01 0.00 0.532
H 2.233 -1.865 5.427 0.04 -0.07 -0.01 0.001
H 2.834 -0.204 5.389 0.04 0.03 0.02 0.077
H 2.627 -0.861 7.710 -0.04 -0.02 -0.02 0.072
H 4.351 -0.753 7.336 0.05 -0.05 -0.01 0.066
```
Forces are in eV/Å.

Values from the calculation:
**Strongest force on any atom**: 2.360 eV/A
**SMILES**: N=[PH2]c1cccc2c1C(=O)c1c(cccc1-c1cccnc1)C2=O.ClCCCl.ClCCCl.ClCCCl.ClCCCl.ClCCCl.ClCCCl.ClCCCl

---

(2)
Computed, not measured: a structure of composition C33H41F6HfN2O3 in a non-equilibrium geometry, with wB97M-V/def2-TZVPD.

XYZ file:
```
86
Properties=species:S:1:pos:R:3:forces:R:3:lowdin_charge:R:1
Hf 10.364 8.577 10.436 0.19 -0.60 -0.53 1.754
C 11.988 11.778 6.917 -1.44 -0.26 -0.69 -0.064
C 10.969 11.782 8.106 1.26 -0.03 -0.11 -0.332
C 10.075 13.040 8.194 0.70 -0.46 0.37 -0.020
C 11.717 11.628 9.420 -0.12 0.08 1.44 -0.150
C 13.054 12.027 9.577 -0.32 0.68 -1.17 -0.046
C 13.671 12.114 10.817 0.74 0.26 0.23 -0.064
C 12.938 11.739 11.924 0.29 0.96 1.21 -0.052
C 11.602 11.372 11.890 0.06 -0.78 -0.15 -0.126
C 10.905 11.028 13.233 1.21 -0.62 -1.35 -0.381
C 11.811 10.197 14.151 -0.40 0.25 0.49 -0.061
C 10.402 12.257 13.947 1.70 0.64 -1.34 -0.036
C 11.001 11.245 10.609 0.14 -0.06 0.24 -0.201
N 9.759 10.526 10.522 0.95 -0.08 -0.45 -0.137
C 8.487 11.005 10.492 -1.16 -0.29 0.54 -0.250
C 8.077 12.276 10.894 1.04 0.46 0.85 -0.057
C 6.774 12.638 10.794 -2.14 0.07 -0.70 -0.081
C 5.763 11.782 10.266 1.40 0.31 0.82 -0.050
C 6.142 10.469 9.984 0.36 -0.55 -0.40 -0.005
C 7.466 10.091 10.153 0.05 2.45 0.12 -0.199
F 7.880 8.815 9.898 0.44 -0.55 -0.27 0.004
H 11.476 11.723 5.951 -0.44 0.19 0.18 0.082
H 12.501 10.840 6.922 0.75 -0.62 0.27 0.055
H 12.700 12.584 6.754 -0.07 0.25 0.71 0.078
H 10.361 10.858 8.029 -0.01 0.59 -0.36 0.125
H 10.641 13.932 8.511 0.00 -0.31 -0.46 0.103
H 9.334 12.892 8.962 -0.33 -0.03 0.05 0.041
H 9.579 13.183 7.252 -0.22 0.34 -0.43 0.080
H 13.532 12.417 8.665 0.07 -0.34 0.67 0.111
H 14.701 12.548 10.983 -1.26 -0.69 -0.53 0.134
H 13.369 11.891 12.918 0.10 -0.19 -0.41 0.117
H 10.059 10.423 12.965 -0.71 -0.31 -0.06 0.104
H 12.609 10.858 14.471 0.07 0.00 0.63 0.068
H 12.319 9.372 13.668 -0.24 -0.29 -0.22 0.060
H 11.222 9.825 15.031 0.67 0.38 -0.68 0.106
H 11.235 12.974 14.170 -0.69 -0.83 0.39 0.116
H 9.856 11.865 14.749 -0.75 0.28 1.63 0.073
H 9.783 12.780 13.257 -0.88 0.55 -0.23 0.050
H 8.742 13.011 11.409 -0.17 -0.91 -0.90 0.129
H 6.522 13.650 11.099 -0.21 -0.18 -0.03 0.112
H 4.756 12.167 10.190 -0.03 -0.31 -0.19 0.105
H 5.523 9.687 9.546 -0.38 0.39 0.28 0.123
C 9.512 6.716 13.647 -0.91 -0.82 0.09 0.002
C 10.131 6.327 12.260 0.91 -0.36 1.39 -0.516
C 10.108 4.761 12.097 1.74 2.23 -0.33 0.023
O 9.442 7.124 11.328 -0.12 -0.62 -0.34 -0.286
C 11.628 6.793 12.274 0.00 -0.45 0.05 -0.493
O 12.519 6.126 12.737 -0.12 0.63 -0.38 0.115
O 11.849 8.016 11.688 -0.02 -0.63 0.16 -0.222
H 8.454 6.477 13.526 -0.21 0.32 -0.23 0.087
H 9.578 7.792 13.805 0.18 -0.01 0.10 0.073
H 9.708 6.152 14.590 0.89 0.34 -0.96 0.110
H 9.137 4.427 12.184 -2.16 -0.82 0.27 0.058
H 10.718 4.447 12.919 0.13 -0.52 0.55 0.080
H 10.563 4.334 11.205 -0.03 0.48 -0.29 0.092
H 5.722 5.680 9.983 1.26 0.73 0.22 0.172
C 14.431 5.990 9.762 0.63 0.45 -0.95 0.027
N 14.251 7.466 9.938 0.14 0.26 -1.88 -0.174
C 15.425 8.141 10.533 1.05 -0.10 -1.19 0.011
C 13.836 8.178 8.611 -1.25 -0.99 0.87 -0.039
C 12.552 7.618 7.941 -0.38 1.19 2.29 -0.261
C 12.699 7.087 6.716 2.07 0.02 -2.53 -0.080
C 11.634 6.755 5.862 0.17 -0.21 0.66 -0.044
C 10.355 6.811 6.400 0.96 0.36 -0.08 -0.038
C 10.204 7.347 7.696 -0.59 -1.01 -1.02 -0.156
C 11.225 7.762 8.482 2.11 0.94 1.04 -0.199
H 14.740 5.590 10.711 0.03 -0.35 0.26 0.099
H 15.198 5.830 8.973 -0.28 0.19 0.70 0.122
H 13.526 5.526 9.379 -0.22 0.21 0.32 0.104
H 13.555 7.642 10.631 -1.57 -0.08 0.57 0.092
H 16.284 7.893 9.879 -0.27 0.28 0.49 0.118
H 15.562 7.685 11.499 0.22 0.26 0.47 0.106
H 15.291 9.244 10.547 -0.12 -0.84 0.23 0.112
H 14.627 8.046 7.891 0.60 0.00 0.13 0.117
H 13.776 9.217 8.928 -0.29 0.18 -0.30 0.109
H 13.753 7.063 6.282 -1.46 -0.17 0.47 0.138
H 11.942 6.473 4.854 -0.75 -0.17 0.24 0.116
H 9.493 6.486 5.860 -0.39 -0.06 -0.37 0.105
H 9.218 7.370 8.106 -0.91 0.01 0.02 0.068
F 5.899 6.436 8.092 0.99 -1.11 1.08 0.060
C 6.148 5.422 9.008 -1.28 -1.11 -1.45 -0.210
F 7.450 4.945 8.955 -1.64 1.41 0.25 0.074
C 5.230 4.196 8.685 0.17 -0.21 0.97 -0.633
F 5.282 3.439 9.806 0.05 0.01 0.19 0.136
F 3.969 4.488 8.464 -0.88 1.16 0.33 0.190
F 5.582 3.449 7.694 1.38 -0.82 -1.55 0.213
```
Forces are in eV/Å.

Values from the calculation:
**Charge**: +1
**Strongest force on any atom**: 3.267 eV/A

---

| no. | molecular weight (g mol⁻¹) | HOMO (eV) |
| --- | --- | --- |
| 1 | 1025.0 | -8.3 |
| 2 | 806.2 | -10.5 |